No. 1
Below is one molecule with the formula C2H4NP at a distorted geometry, with properties calculated with wB97M-V/def2-TZVPD.

Positions of all 8 atoms, in Å:
C1 0.4907 0.3585 0.6555
C2 -0.5835 -0.3518 0.0261
N1 2.5393 -1.0252 0.0397
P1 2.0487 0.4005 -0.0939
H1 -1.0713 0.1756 -0.7072
H2 -1.4394 -0.6427 0.5627
H3 -0.2635 -1.1198 -0.6469
H4 2.8095 1.6505 0.0438

Values from the calculation:
Charge: 0
Energy in eV: -12910.79859
Energy relative to the best compared isomer or geometry (same formula, charge and spin) in kcal/mol: 132.1
Largest force on an atom in eV/Å: 3.385
Orbital gap (spin up / spin down) in eV: 7.462 / 7.424

No. 2
Below is one molecule with the formula C2H4NP at a distorted geometry, with properties calculated with wB97M-V/def2-TZVPD.

Positions of all 8 atoms, in Å:
C1 -0.3561 0.7257 0.1569
P1 -0.4751 1.3844 1.5596
C2 0.8467 0.6778 2.6685
N1 1.0536 1.9128 2.4824
H1 -1.1545 -0.1315 0.1283
H2 0.6443 0.2023 0.0598
H3 -0.4687 1.3871 -0.8003
H4 1.3867 -0.2038 3.2063

Values from the calculation:
Charge: 0
Energy in eV: -12913.95358
Energy relative to the best compared isomer or geometry (same formula, charge and spin) in kcal/mol: 59.4
Largest force on an atom in eV/Å: 12.152
Orbital gap in eV: 9.785

No. 3
Below is a 2-piece molecular cluster, C2H4NP overall at a distorted geometry, with properties calculated with wB97M-V/def2-TZVPD.

Positions of all 8 atoms, in Å:
C1 0.9571 0.3291 0.0827
C2 0.9947 -0.9030 -0.2715
N1 -0.0024 0.0465 -0.9682
P1 -1.5909 -0.0751 -0.4920
H1 1.3584 1.5399 1.2900
H2 1.1433 -1.9322 -0.3687
H3 -1.4899 1.2800 -0.2302
H4 -1.3702 -0.2852 0.9579

Values from the calculation:
Charge: 0
Energy in eV: -12910.00427
Energy relative to the best compared isomer or geometry (same formula, charge and spin) in kcal/mol: 150.5
Largest force on an atom in eV/Å: 4.820
Orbital gap (spin up / spin down) in eV: 7.991 / 7.990

No. 4
Below is one molecule with the formula C2H4O2 at a distorted geometry, with properties calculated with wB97M-V/def2-TZVPD.

Positions of all 8 atoms, in Å:
C1 -0.7153 0.6544 -0.3213
C2 0.4157 -0.4263 -0.0018
O1 1.1695 -1.0927 -0.7621
O2 0.7170 -0.6857 1.2756
H1 -0.5558 1.2468 -1.1858
H2 -0.7335 1.3814 0.4388
H3 -1.6892 0.1670 -0.4792
H4 1.3916 -1.2450 1.0358

Values from the calculation:
Charge: 0
Energy in eV: -6233.36058
Energy relative to the best compared isomer or geometry (same formula, charge and spin) in kcal/mol: 21.8
Largest force on an atom in eV/Å: 5.057
Orbital gap in eV: 11.482

No. 5
Below is a 2-piece molecular cluster, C2H4O2 overall at a distorted geometry, with properties calculated with wB97M-V/def2-TZVPD.

Positions of all 8 atoms, in Å:
C1 -1.5793 0.1024 -0.1444
C2 1.3785 0.3711 -0.3151
O1 -1.8182 -0.6022 0.7828
O2 1.4787 -0.5674 0.6623
H1 -2.3675 0.5165 -0.6939
H2 0.1597 0.3561 -0.3751
H3 1.9605 0.2219 -1.2185
H4 0.7876 -0.3983 1.3019

Values from the calculation:
Charge: 0
Energy in eV: -6228.47557
Energy relative to the best compared isomer or geometry (same formula, charge and spin) in kcal/mol: 134.5
Largest force on an atom in eV/Å: 3.802
Orbital gap (spin up / spin down) in eV: 8.789 / 7.281

No. 6
Below is one molecule with the formula C2H4O2 at a distorted geometry, with properties calculated with wB97M-V/def2-TZVPD.

Positions of all 8 atoms, in Å:
C1 -0.9435 -0.3386 -0.0091
O1 -0.1844 0.8168 0.0797
C2 1.1401 0.5368 -0.0266
O2 1.6437 -0.5573 0.0459
H1 -1.7053 -0.1489 -0.7727
H2 -0.3362 -1.3068 -0.1868
H3 -1.4106 -0.4494 0.9518
H4 1.7962 1.4474 -0.0822

Values from the calculation:
Charge: 0
Energy in eV: -6233.21186
Energy relative to the best compared isomer or geometry (same formula, charge and spin) in kcal/mol: 25.3
Largest force on an atom in eV/Å: 2.810
Orbital gap in eV: 11.889

Which formula does entry 2 have?
C2H4NP

largest force on an atom of number 5 (C2H4O2)?
3.802 eV/Å

What did the sixth record say?
Below is one molecule with the formula C2H4O2 at a distorted geometry, with properties calculated with wB97M-V/def2-TZVPD.

Positions of all 8 atoms, in Å:
C1 -0.9435 -0.3386 -0.0091
O1 -0.1844 0.8168 0.0797
C2 1.1401 0.5368 -0.0266
O2 1.6437 -0.5573 0.0459
H1 -1.7053 -0.1489 -0.7727
H2 -0.3362 -1.3068 -0.1868
H3 -1.4106 -0.4494 0.9518
H4 1.7962 1.4474 -0.0822

Values from the calculation:
Charge: 0
Energy in eV: -6233.21186
Energy relative to the best compared isomer or geometry (same formula, charge and spin) in kcal/mol: 25.3
Largest force on an atom in eV/Å: 2.810
Orbital gap in eV: 11.889

Which of these has the lowest largest force on an atom?
number 6